[1]
Here is C50H53AsO4P2V as an isolated structure from OMol25. Energies are from the ωB97M-V functional and the def2-TZVPD basis.

```
111
Properties=species:S:1:pos:R:3:forces:R:3:mulliken_spin:R:1
V -1.49685 -0.78517 0.96047 -0.9273 -0.7612 1.1571 1.86
C -0.63309 -3.18344 2.90757 -0.0247 -0.1462 -0.0252 0.03
O -1.63729 -2.70093 1.97975 0.3849 0.3804 0.4235 0.01
C -2.95454 -3.14786 2.32547 -0.0163 -0.3043 -0.0356 0.01
C -3.81500 -2.70332 1.18338 -0.2499 -0.0081 -0.0834 0.02
O -3.55271 -1.30895 0.91869 -0.0294 0.2485 -0.4047 0.06
C -4.44877 -0.36090 1.53809 -0.2583 -0.0478 -0.3143 0.04
C -3.95682 -0.09489 2.91608 -0.0048 0.2309 0.0653 0.01
O -2.55184 0.16485 2.76778 0.1619 -0.0402 0.2449 -0.05
C -2.01536 0.67282 4.02304 -0.0783 -0.0803 -0.0387 0.00
H -0.76395 -4.25616 3.04015 -0.0138 -0.0043 -0.0044 0.00
H -0.72667 -2.67017 3.86462 -0.0023 0.0092 -0.0063 0.00
H 0.33682 -2.99173 2.46619 -0.0030 -0.0338 -0.0321 -0.01
H -3.24422 -2.74777 3.29623 -0.0247 0.0667 -0.0007 0.00
H -2.98046 -4.23936 2.39471 0.1575 0.0176 -0.0050 0.00
H -4.87564 -2.86392 1.37692 0.0023 0.1125 0.0188 0.00
H -3.55569 -3.22857 0.26528 0.0043 0.0000 -0.0041 -0.01
H -5.47648 -0.72373 1.52098 0.0597 -0.1279 -0.0562 0.01
H -4.39566 0.53400 0.91992 -0.0213 0.0108 0.0199 -0.02
H -4.10513 -0.92531 3.60638 -0.0724 -0.0300 0.0007 0.00
H -4.47042 0.77776 3.32608 0.1142 0.0502 -0.0106 0.00
H -2.80873 1.19648 4.55106 0.0287 -0.0084 0.0377 0.00
H -1.22668 1.37011 3.79736 0.0867 0.0790 -0.0227 0.01
H -1.63944 -0.15223 4.62760 0.0095 0.0036 -0.0009 0.00
O -0.65841 -1.64493 -0.34404 0.2793 -0.7692 -1.8776 -0.06
P -0.81201 -2.32140 -1.84759 0.0549 0.8412 1.4295 -0.01
C -2.49088 -1.95667 -2.26033 -0.3603 0.1121 -0.1171 0.02
C -2.96482 -0.64862 -2.07283 0.0289 -0.0080 -0.0678 0.04
C -4.26352 -0.32599 -2.41698 -0.0225 -0.0751 -0.0394 0.02
C -5.09610 -1.30447 -2.95892 -0.0238 0.0636 0.0216 0.00
C -4.62895 -2.59288 -3.16323 0.0392 -0.0483 0.0074 0.00
C -3.32384 -2.92629 -2.81656 -0.0300 0.0473 0.0545 0.00
C -0.51129 -4.04392 -1.74000 0.0552 -0.4697 0.0616 0.00
C 0.29489 -4.67700 -2.69294 -0.1215 -0.0592 0.0650 0.00
C 0.45265 -6.05594 -2.64856 0.0331 0.0530 -0.0355 0.00
C -0.18765 -6.80060 -1.67265 -0.0473 -0.0327 0.0575 0.00
C -1.00267 -6.17875 -0.72771 0.0514 -0.0219 -0.0791 0.00
C -1.16582 -4.80942 -0.76247 0.0836 0.0556 0.0158 0.00
C 0.29925 -1.54954 -2.94810 0.2640 0.1412 -0.4739 0.01
C -0.20201 -0.81542 -4.03249 0.1046 0.0135 0.0867 0.00
C 0.67642 -0.25807 -4.94757 -0.0164 -0.0296 0.0379 0.00
C 2.04240 -0.44615 -4.79666 0.0421 0.0014 -0.0190 0.00
C 2.54683 -1.18399 -3.72868 -0.0179 0.0005 -0.0512 0.00
C 1.68310 -1.73458 -2.80130 -0.0797 0.0401 -0.0118 0.00
H -2.30117 0.14046 -1.72064 0.0443 -0.0364 0.0309 -0.04
H -4.62637 0.68629 -2.29567 0.0081 0.0087 -0.0073 0.00
H -6.11001 -1.05051 -3.23927 0.0045 0.0003 -0.0077 0.00
H -5.27538 -3.33903 -3.60501 0.0050 -0.0108 0.0103 0.00
H -2.96070 -3.93287 -2.98211 0.0120 -0.0039 -0.0096 0.00
H 0.78061 -4.11149 -3.47462 0.0187 0.0356 -0.0060 0.00
H 1.07555 -6.54635 -3.38395 -0.0034 0.0035 -0.0024 0.00
H -0.06005 -7.87475 -1.64606 -0.0034 0.0039 -0.0038 0.00
H -1.50878 -6.77206 0.02170 0.0074 0.0010 0.0096 0.00
H -1.79023 -4.32681 -0.02288 0.0165 0.0294 0.0005 0.00
H -1.26583 -0.67840 -4.16550 -0.0251 -0.0323 -0.0120 0.00
H 0.29460 0.31043 -5.78428 -0.0016 0.0020 0.0030 0.00
H 2.72406 -0.02156 -5.52206 0.0051 0.0056 0.0155 0.00
H 3.61343 -1.32744 -3.62687 0.0092 0.0155 0.0232 0.00
H 2.08272 -2.30504 -1.97055 -0.0332 -0.0385 0.0001 0.00
C 1.44112 1.43973 0.15209 0.1435 -0.0727 -0.1279 -0.01
C 1.10190 1.54448 -1.31827 -0.1319 -0.0589 -0.0114 0.00
As 2.49487 2.41796 -2.44002 0.1131 -0.0045 0.0090 0.00
C 2.58450 3.99799 -1.29308 -0.0824 0.0990 0.0016 0.00
C 3.48719 4.18419 -0.24885 0.0182 -0.0044 0.0716 0.00
C 3.40758 5.31552 0.55756 -0.0519 -0.0351 -0.0530 0.00
C 2.42635 6.27077 0.32344 0.0336 -0.0093 0.0232 0.00
C 1.52953 6.09714 -0.72138 -0.0259 -0.0203 -0.0488 0.00
C 1.60950 4.96755 -1.52594 0.0605 0.0761 -0.0007 0.00
C 4.10904 1.49273 -1.85236 0.0612 0.0256 -0.0316 0.00
C 5.31123 2.12653 -2.16437 0.0625 0.0143 -0.0159 0.00
C 6.52896 1.54163 -1.84831 0.0018 0.0300 -0.0411 0.00
C 6.56714 0.30566 -1.21951 -0.0193 -0.0222 -0.0118 0.00
C 5.37991 -0.34652 -0.92130 -0.0271 0.0421 -0.0215 0.00
C 4.16108 0.24218 -1.24309 0.0395 -0.0446 0.0167 0.00
P 0.07882 1.12005 1.29771 -0.0596 0.2027 -0.0070 0.13
C -0.83414 2.66341 1.35671 0.0202 0.1733 0.1286 -0.07
C -2.17601 2.70472 0.97832 -0.0741 0.0138 -0.0625 0.03
C -2.87561 3.89982 0.96502 0.0846 0.0388 0.0167 0.01
C -2.23058 5.07262 1.33881 -0.0424 -0.0076 -0.0094 0.00
C -0.88763 5.05021 1.68738 0.0346 -0.0185 0.0014 0.00
C -0.18243 3.85615 1.68676 -0.0812 0.0319 -0.0357 0.00
C 0.96961 0.73276 2.81880 0.0527 0.1223 0.1256 -0.06
C 1.24825 1.64522 3.83629 -0.0283 -0.0451 0.0011 0.00
C 2.03803 1.26058 4.90847 0.0170 -0.0368 0.0111 0.00
C 2.55809 -0.02761 4.97256 0.0100 0.0415 0.0157 0.00
C 2.28956 -0.93814 3.96128 -0.0519 0.0242 -0.0563 0.01
C 1.49810 -0.55405 2.88641 0.1321 -0.0568 0.0949 0.00
H 1.81700 2.39660 0.53579 0.1406 -0.0353 -0.0536 -0.01
H 2.21083 0.69522 0.35374 -0.0133 0.0343 0.0073 0.00
H 0.23916 2.19817 -1.48240 -0.0459 -0.0476 0.0474 0.00
H 0.87183 0.56585 -1.74129 -0.0065 0.0654 0.0026 0.00
H 4.26855 3.45648 -0.06493 -0.0115 -0.0122 0.0032 0.00
H 4.12336 5.45894 1.35666 0.0172 -0.0034 -0.0096 0.00
H 2.38116 7.16209 0.93622 0.0064 0.0029 -0.0052 0.00
H 0.78442 6.85446 -0.93018 0.0030 -0.0003 0.0012 0.00
H 0.92949 4.86489 -2.36577 -0.0180 -0.0168 0.0186 0.00
H 5.30668 3.08980 -2.66388 -0.0125 0.0023 0.0137 0.00
H 7.44953 2.04830 -2.10588 -0.0015 0.0074 0.0190 0.00
H 7.51748 -0.15119 -0.97877 -0.0079 -0.0017 0.0176 0.00
H 5.40525 -1.31630 -0.43967 -0.0158 -0.0066 -0.0144 0.00
H 3.24920 -0.30401 -1.03370 -0.0069 0.0029 0.0182 0.00
H -2.68944 1.80058 0.66357 0.0608 -0.0151 0.0255 0.01
H -3.91301 3.92432 0.65914 -0.0031 0.0023 -0.0023 0.00
H -2.77306 6.00861 1.33915 0.0047 0.0012 0.0000 0.00
H -0.37735 5.96800 1.94562 -0.0038 0.0011 0.0030 0.00
H 0.87593 3.87656 1.91947 0.0061 -0.0154 -0.0087 0.00
H 0.84677 2.64963 3.80806 -0.0066 0.0087 -0.0138 0.00
H 2.25386 1.97023 5.69589 0.0081 -0.0009 -0.0056 0.00
H 3.18499 -0.31496 5.80594 -0.0177 -0.0030 0.0076 0.00
H 2.70833 -1.93534 4.00388 0.0026 0.0040 -0.0092 0.00
H 1.32967 -1.25807 2.07583 0.0483 0.0706 -0.0772 0.01
```
Positions in Å, forces in eV/Å.

Output
2S+1 = 3
E_tot = -6099.69238 a.u.
⟨S²⟩ = 2.0254
HOMO-LUMO gap (spin up / spin down) = 4.911 / 5.812 eV
Net charge = +3
HOMO level (spin up / spin down) = -14.33 / -14.33 eV
Lowest unoccupied orbital energy (spin up / spin down) = -9.42 / -8.51 eV

[2]
Here is C50H53N2O4Te2Tl as an isolated structure from OMol25. Energies are from the ωB97M-V functional and the def2-TZVPD basis.

```
112
Properties=species:S:1:pos:R:3:forces:R:3:lowdin_charge:R:1
Tl -0.20975 -0.05982 0.67100 -0.0162 -0.0277 -0.0713 0.76
O -3.18718 -1.99051 -2.72734 0.0249 -0.0253 0.0268 -0.04
C -3.01328 -1.59602 -1.56015 -0.0628 0.0213 -0.0254 -0.67
O -2.11534 -0.83755 -1.11739 0.0552 0.0138 0.0105 -0.19
C -4.03261 -2.09154 -0.52089 0.0259 -0.0177 -0.0139 -0.14
C -3.76501 -2.00261 0.84013 -0.0100 -0.0135 -0.0157 -0.05
C -4.70314 -2.41927 1.77458 -0.0004 0.0001 0.0188 -0.09
C -5.92776 -2.92403 1.35521 0.0003 -0.0022 0.0030 -0.12
C -6.19876 -3.02512 -0.00421 0.0046 0.0069 -0.0072 -0.11
C -5.25043 -2.61943 -0.93400 -0.0120 0.0050 0.0075 -0.04
H -2.81004 -1.59403 1.14703 0.0028 -0.0010 0.0080 0.06
H -4.48330 -2.34030 2.83346 0.0030 0.0018 -0.0019 0.09
H -6.66678 -3.23653 2.08465 -0.0026 -0.0016 -0.0026 0.08
H -7.15251 -3.41974 -0.33805 -0.0005 0.0010 0.0024 0.09
H -5.42872 -2.69420 -1.99935 0.0018 -0.0020 -0.0006 0.11
C 0.10876 3.57041 -2.19444 -0.0183 0.0182 0.0298 -0.06
C 0.66101 2.47603 -1.27919 0.0518 -0.0152 -0.0191 -0.72
O 1.82254 2.02010 -1.78604 -0.0433 -0.0048 -0.0279 -0.42
N 0.07165 2.10156 -0.22504 -0.1294 0.0749 0.0230 -0.20
Te -2.40024 2.82370 0.23719 0.0699 -0.0075 0.0238 1.47
C -4.42318 3.22912 1.03647 0.0015 0.0345 -0.0114 -0.38
C -5.46141 2.35982 0.65710 -0.0061 -0.0264 -0.0324 -0.31
C -5.21954 1.18596 -0.25807 -0.0125 0.0226 0.0108 -0.09
C -6.75766 2.57043 1.12538 0.0193 -0.0247 0.0026 -0.03
C -7.07047 3.63160 1.96155 0.0182 0.0185 0.0099 -0.29
C -8.48173 3.85856 2.43773 -0.0061 -0.0035 0.0063 -0.07
C -6.04656 4.49664 2.31829 -0.0227 0.0092 0.0109 -0.04
C -4.74022 4.31626 1.86602 0.0178 -0.0116 -0.0117 -0.30
C -3.70411 5.31874 2.30422 0.0087 0.0007 -0.0091 -0.07
C -1.59090 2.93797 2.19848 -0.0658 -0.0241 0.0075 -0.41
C -2.06054 2.07665 3.19961 0.0102 -0.0049 0.0325 -0.30
C -3.11503 1.02987 2.96285 0.0089 -0.0102 0.0217 -0.08
C -1.54473 2.18822 4.49296 0.0089 0.0150 -0.0127 -0.02
C -0.59434 3.13837 4.82338 0.0112 -0.0113 0.0010 -0.28
C -0.02668 3.23209 6.21494 -0.0107 0.0033 0.0133 -0.06
C -0.14832 3.98814 3.81992 0.0098 0.0131 -0.0023 -0.04
C -0.61279 3.89675 2.51310 0.0016 0.0190 -0.0290 -0.30
C -0.03790 4.82967 1.48670 -0.0086 -0.0100 0.0170 -0.07
H 0.91645 4.12471 -2.67596 -0.0014 0.0060 0.0029 0.05
H -0.53539 4.25099 -1.63808 0.0022 0.0060 -0.0093 0.02
H -0.49246 3.10536 -2.98016 0.0134 -0.0128 -0.0063 0.07
H -4.32591 0.62887 0.02087 -0.0006 -0.0031 -0.0097 0.02
H -5.05972 1.51442 -1.28893 0.0193 -0.0083 0.0043 0.09
H -6.06861 0.50064 -0.25238 -0.0079 0.0059 0.0039 0.07
H -7.53872 1.87370 0.83273 -0.0025 0.0011 0.0011 0.11
H -9.04359 2.92341 2.46026 0.0011 -0.0007 0.0000 0.07
H -9.01781 4.54764 1.77868 0.0023 -0.0005 -0.0019 0.07
H -8.49662 4.28803 3.44131 0.0010 0.0017 -0.0004 0.07
H -6.26564 5.34218 2.96650 -0.0064 -0.0017 0.0016 0.10
H -4.17833 6.26138 2.58692 -0.0004 -0.0019 0.0039 0.07
H -2.98860 5.50965 1.50342 0.0000 0.0028 0.0017 0.05
H -3.13166 4.95496 3.16065 0.0019 -0.0059 -0.0037 0.08
H -3.01347 0.57264 1.97876 -0.0021 0.0128 -0.0136 0.01
H -4.11654 1.46430 3.01195 0.0019 -0.0078 -0.0082 0.09
H -3.04162 0.24464 3.71746 -0.0076 -0.0038 0.0037 0.08
H -1.90316 1.50371 5.25633 0.0013 0.0014 0.0034 0.11
H -0.60618 2.63158 6.91736 0.0006 0.0011 0.0008 0.07
H -0.02164 4.26432 6.57231 0.0013 0.0013 -0.0005 0.07
H 1.00567 2.87270 6.24291 0.0003 -0.0035 -0.0043 0.07
H 0.59421 4.74477 4.05634 0.0048 0.0011 -0.0031 0.10
H 0.55770 5.60997 1.96447 -0.0009 -0.0073 -0.0031 0.07
H -0.82400 5.29140 0.88611 -0.0032 -0.0005 -0.0020 0.04
H 0.59450 4.26537 0.79777 0.0123 0.0057 -0.0109 0.06
C 3.45447 6.07372 3.29270 -0.0002 0.0062 -0.0027 -0.06
C 3.39281 4.89742 2.35605 0.0195 0.0020 -0.0135 -0.29
C 3.66323 5.03761 1.00243 0.0033 0.0007 0.0188 -0.03
C 3.58999 3.96077 0.12371 0.0194 -0.0217 -0.0144 -0.30
C 3.93977 4.20571 -1.32373 -0.0181 0.0360 -0.0088 -0.08
C 3.21778 2.69916 0.61654 -0.0238 0.0183 -0.0665 -0.27
Te 3.46029 1.06716 -0.76033 -0.0423 -0.1832 0.0998 1.88
N 2.16672 -0.43232 -0.49932 0.0870 0.0742 0.0827 -0.27
C 2.72934 -1.52333 -1.02432 -0.0635 -0.0459 -0.1319 -0.69
O 3.90965 -1.63553 -1.41716 0.0366 0.1159 -0.0437 -0.08
C 1.82180 -2.71825 -1.15833 0.0000 -0.0343 0.0743 -0.16
C 2.33600 -3.98330 -0.88447 -0.0050 -0.0016 0.0049 -0.04
C 1.53230 -5.10454 -1.01607 -0.0053 0.0061 0.0044 -0.11
C 0.21782 -4.97006 -1.45255 -0.0112 -0.0047 0.0023 -0.10
C -0.29145 -3.71468 -1.75127 -0.0086 -0.0130 -0.0207 -0.06
C 0.50878 -2.58917 -1.59513 0.0510 0.0334 0.0345 -0.04
C 4.85518 0.24779 0.77070 0.0586 0.0325 0.0191 -0.30
C 4.54375 -0.89364 1.50073 -0.0349 -0.0258 0.0219 -0.13
C 5.41816 -1.43102 2.43427 0.0034 0.0093 -0.0011 -0.10
C 6.64999 -0.82980 2.64607 -0.0062 0.0062 -0.0172 -0.11
C 6.98530 0.29763 1.91328 0.0067 -0.0011 0.0154 -0.08
C 6.10532 0.84464 0.97902 0.0040 -0.0118 -0.0048 -0.30
C 6.53898 2.07589 0.22364 0.0006 0.0051 -0.0013 -0.07
C 2.89096 2.55235 1.96511 -0.0180 -0.0119 0.0211 -0.26
C 2.35168 1.28285 2.55853 0.0114 -0.0111 -0.0267 -0.07
C 3.00912 3.64950 2.81432 -0.0084 -0.0007 -0.0007 -0.03
H 3.94447 6.92785 2.82330 0.0028 -0.0022 -0.0004 0.07
H 3.99897 5.82587 4.20601 -0.0029 -0.0037 0.0017 0.07
H 2.44907 6.38790 3.58768 0.0000 0.0057 -0.0019 0.07
H 3.94754 6.01084 0.61312 -0.0005 0.0026 0.0016 0.11
H 4.04476 5.27611 -1.50743 0.0003 0.0008 0.0120 0.07
H 3.16838 3.80166 -1.97935 0.0295 -0.0069 -0.0030 0.05
H 4.88577 3.72844 -1.59328 0.0092 -0.0082 0.0039 0.06
H 3.37136 -4.06689 -0.57721 -0.0012 0.0018 0.0013 0.11
H 1.92962 -6.08666 -0.78412 0.0053 0.0006 -0.0031 0.09
H -0.40910 -5.84778 -1.56244 -0.0004 0.0003 -0.0015 0.09
H -1.30560 -3.59158 -2.11198 -0.0070 0.0126 0.0048 0.10
H 0.10289 -1.61288 -1.82845 -0.0373 -0.0188 -0.0242 0.09
H 3.58574 -1.37463 1.34096 -0.0066 -0.0043 -0.0077 0.09
H 5.13732 -2.31955 2.98821 0.0017 -0.0006 0.0002 0.09
H 7.34745 -1.23827 3.36860 0.0022 0.0008 -0.0004 0.09
H 7.95235 0.76858 2.06339 0.0008 0.0006 0.0004 0.09
H 7.60399 2.26198 0.37293 -0.0007 0.0076 -0.0029 0.07
H 5.99084 2.95910 0.55999 -0.0064 0.0022 0.0008 0.07
H 6.36514 1.96966 -0.84965 -0.0067 -0.0068 -0.0010 0.06
H 2.29828 0.47602 1.83313 -0.0088 0.0124 0.0105 -0.01
H 1.34054 1.46985 2.93505 0.0169 -0.0011 0.0008 0.07
H 2.97342 0.94373 3.39036 -0.0026 0.0091 0.0174 0.09
H 2.75941 3.51770 3.86300 -0.0023 -0.0058 0.0024 0.12
```
Positions in Å, forces in eV/Å.

Output
2S+1 = 1
E_tot = -3056.16712 a.u.
HOMO-LUMO gap = 5.679 eV
Net charge = -2
HOMO level = -1.80 eV
Lowest unoccupied orbital energy = 3.88 eV

Computed relative energy (zero: lowest compared OMol25 entry of this formula, charge and spin), in the same sequence as the records: 0.0 0.0 kJ/mol.